DFT (ωB97M-V/def2-TZVPD) results for a structure of composition C37H48BN10Sc at a distorted geometry.

The net charge is +2. The value obtained for the LUMO energy is -5.3317 eV. The calculation puts the energy at -2771.69598 Ha.

The geometry in XYZ format:
```
97
Properties=species:S:1:pos:R:3:mulliken_charge:R:1
Sc 0.0523 -0.1347 0.1100 -0.97
C -0.7262 1.7608 -2.6552 -1.43
C 0.7285 2.1464 -2.8759 -1.56
C 1.7872 1.0976 -2.6761 0.99
C 2.7836 0.9824 -3.6367 -1.03
C 3.8387 0.1127 -3.4425 -0.93
C 3.8775 -0.6197 -2.2694 -1.42
C 2.8431 -0.4720 -1.3662 -0.33
N 1.7928 0.3539 -1.5489 1.49
N -1.1631 1.6255 -1.2360 1.53
C -2.5962 1.2497 -1.2736 -1.70
C -2.8185 -0.2194 -1.4457 0.28
C -3.8944 -0.7175 -2.1667 -1.23
C -4.1320 -2.0811 -2.1510 -1.00
C -3.3089 -2.8951 -1.3884 -0.90
C -2.2460 -2.3224 -0.7141 -0.75
N -1.9781 -1.0072 -0.7675 2.32
C -1.1064 2.9512 -0.5842 -1.96
C -1.0726 2.8547 0.9099 0.46
C -1.4511 3.9343 1.6968 -1.16
C -1.2165 3.8838 3.0583 -0.84
C -0.6251 2.7475 3.5921 -1.09
C -0.3268 1.6955 2.7491 -0.72
N -0.5412 1.7398 1.4231 2.84
H -0.9603 0.8206 -3.1510 0.81
H -1.3567 2.5266 -3.1272 0.48
H 1.0009 3.0055 -2.2592 0.36
H 0.8079 2.5133 -3.9007 0.68
H 2.7301 1.5900 -4.5279 0.58
H 4.6184 0.0191 -4.1842 0.45
H 4.6864 -1.2977 -2.0481 0.59
H 2.8581 -1.0386 -0.4487 0.35
H -3.1090 1.8203 -2.0590 0.62
H -3.0528 1.5464 -0.3242 0.55
H -4.5346 -0.0454 -2.7172 0.61
H -4.9621 -2.4993 -2.7030 0.52
H -3.4802 -3.9580 -1.3142 0.58
H -1.5846 -2.9244 -0.1094 0.02
H -1.9467 3.5751 -0.9157 0.53
H -0.1995 3.4732 -0.8879 0.54
H -1.8940 4.8059 1.2377 0.59
H -1.4819 4.7176 3.6906 0.52
H -0.4138 2.6649 4.6466 0.61
H 0.1058 0.7831 3.1325 0.10
C 2.1647 2.9606 0.5934 -1.26
C 3.2127 2.2147 1.3986 0.71
C 3.6114 3.0778 2.6006 -1.60
C 2.8955 0.8072 1.8455 -0.41
C 3.7334 0.1083 2.7170 -1.31
C 3.1764 -1.1399 2.8418 -0.70
N 2.0785 -1.1950 2.0824 0.02
N 1.8728 0.0095 1.4615 1.73
B 1.1559 -2.4240 1.9703 -1.10
N -0.2613 -2.0871 2.4395 0.11
C -0.9753 -2.6759 3.4041 -0.81
C -2.2048 -2.0582 3.4721 -0.76
C -2.1734 -1.0719 2.4875 -0.81
N -0.9796 -1.0899 1.8629 1.66
C -3.2829 -0.1235 2.1510 2.66
C -3.7286 0.6556 3.3898 -1.62
C -4.4818 -0.8630 1.5548 -1.58
N 1.1337 -2.9521 0.5232 0.19
C 1.5327 -4.1804 0.1801 -0.69
C 1.3612 -4.3314 -1.1740 -1.45
C 0.8205 -3.1237 -1.6171 -0.26
N 0.6871 -2.2695 -0.5763 1.67
C 0.5027 -2.8715 -3.0710 0.70
C -0.1543 -4.1000 -3.7108 -1.57
C -0.3490 -1.6507 -3.3520 -0.80
H 2.6500 3.7597 0.0330 0.58
H 1.4341 3.4296 1.2509 0.33
H 1.6503 2.3180 -0.1180 -0.12
H 4.1038 2.1023 0.7659 0.37
H 2.7681 3.1892 3.2841 0.34
H 3.9028 4.0708 2.2636 0.44
H 4.4437 2.6600 3.1571 0.42
H 4.6289 0.4678 3.1825 0.58
H 3.4848 -1.9964 3.4106 0.56
H 1.5989 -3.2830 2.6671 -0.07
H -0.5599 -3.4890 3.9690 0.58
H -3.0110 -2.2884 4.1413 0.66
H -2.8950 0.5843 1.4125 -1.65
H -4.1879 -0.0145 4.1147 0.40
H -4.4743 1.4009 3.1179 0.41
H -2.8994 1.1583 3.8835 0.34
H -4.9003 -1.5550 2.2839 0.42
H -4.2215 -1.4385 0.6679 0.29
H -5.2662 -0.1548 1.2910 0.43
H 1.9049 -4.8558 0.9250 0.57
H 1.5888 -5.1973 -1.7628 0.60
H 1.4784 -2.7230 -3.5548 0.35
H -1.1156 -4.3083 -3.2367 0.30
H 0.4572 -4.9935 -3.6369 0.42
H -0.3338 -3.9124 -4.7671 0.44
H -1.3810 -1.7998 -3.0303 0.31
H -0.3699 -1.4568 -4.4237 0.65
H 0.0572 -0.7726 -2.8642 -0.64
```



DFT (ωB97M-V/def2-TZVPD) results for the ion C5H9N2O3 with charge +1 at a distorted geometry.

The net charge is +1. The value obtained for the LUMO energy is -5.9985 eV. The calculation puts the energy at -530.67967 Ha. The structure (SMILES) is C[NH+](C)/C=C(/C=O)[N+](=O)[O-].

The geometry in XYZ format:
```
19
Properties=species:S:1:pos:R:3:nbo_charge:R:1
C -0.2161 -0.3500 -0.5110 0.07
C 1.3597 -0.4095 -2.5234 0.40
C 1.1523 -0.2677 -1.0298 -0.02
C -0.9964 1.4330 0.7509 -0.42
C -1.5156 -1.0212 1.3882 -0.46
N 2.1774 0.0416 -0.2093 0.49
N -0.6044 0.0629 0.8334 -0.40
O 0.4825 -0.6361 -3.2985 -0.44
O 3.0852 0.5686 -0.8074 -0.31
O 2.0602 -0.0458 0.9628 -0.38
H -1.0565 -0.5783 -1.2791 0.29
H 2.4145 -0.2313 -2.7417 0.18
H -1.1134 1.7704 1.7472 0.25
H -0.2515 2.1763 0.3077 0.26
H -1.8477 1.4759 0.1670 0.23
H -2.6277 -0.9112 1.0736 0.26
H -1.1132 -2.0109 1.2017 0.26
H -1.5496 -1.0571 2.5402 0.27
H 0.1602 -0.0097 1.4273 0.47
```